# 1
This record from the OMol25 dataset describes C41H48CsN11S as an isolated structure in a non-equilibrium geometry. The level of theory is ωB97M-V/def2-TZVPD.

- E_HOMO: -0.2156 Ha
- Total charge: 0
- Max |F|: 1.13 eV/Å
- Energy relative to the best compared isomer or geometry (same formula, charge and spin): 80.2 kJ/mol

```
102
Properties=species:S:1:pos:R:3:mulliken_charge:R:1
Cs 0.1878 -0.4862 1.0447 0.825
C 3.2671 1.9898 -3.2112 -0.832
C 3.1728 2.5774 -1.9571 -0.316
C 3.1038 1.7999 -0.8128 -0.659
C 3.1369 0.4001 -0.8814 -0.042
C 3.2561 -0.1764 -2.1581 0.052
C 3.3073 0.6032 -3.2995 -0.598
N 2.9469 -0.3743 0.2425 0.213
C 3.8614 -1.1531 0.7648 -0.058
C 5.2493 -1.0881 0.3728 -0.515
C 6.2131 -1.7971 1.0121 -0.637
C 5.8926 -2.6563 2.0980 -0.737
C 4.5946 -2.7942 2.4740 -0.463
C 3.5376 -2.0929 1.8229 -0.175
N 2.2362 -2.2911 2.1283 1.128
N 1.9918 -3.2124 2.9836 -1.099
C 0.7130 -3.3462 3.4678 -0.022
C 0.4205 -4.5557 4.1266 -0.365
C -0.7965 -4.7105 4.7477 -0.399
C -1.7067 -3.6574 4.7209 -0.564
C -1.3403 -2.5098 4.0440 -0.437
N -0.1759 -2.3401 3.4263 0.081
H 3.3076 2.6014 -4.1041 0.392
H 3.1663 3.6581 -1.8693 0.443
H 3.0416 2.2708 0.1622 0.505
H 3.2978 -1.2576 -2.2314 0.578
H 3.3935 0.1289 -4.2709 0.409
H 5.5019 -0.4201 -0.4412 0.396
H 7.2452 -1.7091 0.6925 0.380
H 6.6814 -3.1950 2.6066 0.363
H 4.3130 -3.4688 3.2700 0.437
H 1.1740 -5.3304 4.1333 0.431
H -1.0382 -5.6318 5.2625 0.390
H -2.6695 -3.7263 5.2076 0.389
H -2.0179 -1.6604 4.0029 0.375
C 0.2750 -2.2287 -4.0430 -0.569
C 0.1782 -1.9094 -2.6820 -0.854
N 0.0122 -0.6863 -2.2364 0.676
C -0.0358 0.3242 -3.1187 -0.556
C 0.0457 0.1126 -4.5108 1.527
C 0.1931 -1.2110 -4.9578 -1.266
C 0.0010 1.2237 -5.4088 -0.825
C -0.1157 2.4859 -4.9440 -0.952
C -0.1639 2.7472 -3.5390 1.552
C -0.1822 4.0530 -3.0222 -1.231
C -0.1276 4.2368 -1.6650 -0.643
C -0.1019 3.1066 -0.8370 -1.029
N -0.1307 1.8739 -1.2886 0.661
C -0.1305 1.6794 -2.6168 -0.626
H 0.4094 -3.2524 -4.3673 0.490
H 0.2218 -2.6900 -1.9289 0.468
H 0.2510 -1.4121 -6.0213 0.443
H 0.0802 1.0286 -6.4719 0.422
H -0.1443 3.3251 -5.6288 0.419
H -0.2199 4.8969 -3.7008 0.392
H -0.0940 5.2291 -1.2350 0.405
H -0.0656 3.2256 0.2427 0.894
C -1.3364 6.8808 2.7577 -1.299
C -0.6459 5.8052 1.9151 -0.536
N -1.0489 4.4521 2.2487 0.499
C -2.3182 3.9737 1.7064 -0.288
C -3.4799 3.9942 2.7009 -1.409
C -0.3648 3.6651 3.1369 1.105
C 0.9376 4.2093 3.6776 -1.540
N -0.8334 2.5119 3.4475 -0.635
H -0.8966 7.8579 2.5517 0.437
H -1.2250 6.6625 3.8204 0.271
H -2.4004 6.9269 2.5258 0.292
H 0.4337 5.8981 2.0198 0.538
H -0.8852 5.9741 0.8623 0.009
H -2.1767 2.9468 1.3634 0.076
H -2.5596 4.6005 0.8459 0.459
H -3.2573 3.3181 3.5225 0.295
H -4.3916 3.6650 2.1985 0.421
H -3.6467 4.9963 3.0975 0.312
H 0.7908 5.1518 4.2065 0.255
H 1.6596 4.3695 2.8755 0.323
H 1.3592 3.4862 4.3711 0.477
H -0.2307 2.0126 4.0902 0.186
N -4.2407 0.5237 1.4703 -0.212
C -3.3331 0.4174 0.7519 -0.020
H -4.9981 0.5955 2.1148 0.248
C -0.2422 -4.9381 -0.6101 -1.476
N -1.4700 -4.6166 -1.3204 0.598
C -1.7349 -5.5061 -2.4403 -1.163
C -2.5153 -4.0367 -0.6403 0.155
S -2.5959 -4.0638 1.0244 -0.229
N -3.4883 -3.4991 -1.4366 0.076
C -4.7122 -2.9573 -0.8693 -1.087
C -3.1834 -2.8934 -2.7248 -1.044
H 0.5758 -4.9601 -1.3348 0.407
H -0.3050 -5.9080 -0.1080 0.289
H -0.0318 -4.1794 0.1382 0.523
H -1.5187 -6.5391 -2.1506 0.358
H -1.1042 -5.2538 -3.2978 0.236
H -2.7803 -5.4494 -2.7322 0.418
H -4.8320 -3.3058 0.1491 0.421
H -5.5610 -3.2907 -1.4715 0.307
H -4.6826 -1.8649 -0.8650 0.282
H -2.3760 -3.3980 -3.2421 0.273
H -2.9004 -1.8437 -2.5921 0.300
H -4.0753 -2.9379 -3.3510 0.423
```


# 2
This record from the OMol25 dataset describes C41H48F12MoN4O2Si4Te as an isolated structure in a non-equilibrium geometry. The level of theory is ωB97M-V/def2-TZVPD.

- E_HOMO (alpha / beta): -0.2518 / -0.2646 Ha
- Total charge: 0
- Max |F|: 3.49 eV/Å
- Energy relative to the best compared isomer or geometry (same formula, charge and spin): 148.5 kJ/mol
- 2S+1: 3

```
113
Properties=species:S:1:pos:R:3:mulliken_charge:R:1
Mo -0.6111 0.2694 1.4280 -0.628
C -6.5274 -0.1762 -1.6539 -1.936
C -5.4287 -0.2498 -0.6399 0.971
C -5.0422 -1.4898 -0.1369 -1.079
C -4.0626 -1.5880 0.8201 0.208
C -3.3906 -0.4473 1.2795 -0.244
N -2.3175 -0.5725 2.1448 1.203
C -2.4988 -1.3078 3.2832 0.080
C -3.7915 -1.4615 3.8244 -0.302
C -4.0181 -2.1879 4.9631 -1.372
C -2.9619 -2.7606 5.6701 0.368
C -3.2465 -3.5701 6.8989 -1.577
C -1.6754 -2.5568 5.1970 -0.769
C -1.4266 -1.8790 4.0034 -0.740
C 0.0131 -1.7387 3.5204 1.759
O 0.1897 -1.0807 2.3423 0.208
C 0.7937 -0.8544 4.5204 0.474
F 0.0729 0.2637 4.7346 -0.205
F 1.9599 -0.4332 4.0079 -0.206
F 1.0666 -1.4024 5.7051 -0.290
C 0.7103 -3.1019 3.2973 0.510
F 2.0267 -2.9437 3.1056 -0.247
F 0.5744 -4.0023 4.2720 -0.292
F 0.2189 -3.6570 2.1800 -0.234
C -3.7436 0.8034 0.7432 -1.564
C -4.7744 0.8861 -0.1896 -0.445
C -2.9212 2.0088 1.1831 2.058
O -1.5606 1.7796 1.1261 -1.029
C -3.2701 2.3977 2.6462 0.483
F -4.5055 2.0321 2.9946 -0.281
F -2.4294 1.8078 3.5078 -0.098
F -3.1884 3.7100 2.8869 -0.330
C -3.1245 3.2278 0.2629 0.044
F -2.2109 4.1763 0.4942 -0.303
F -2.9485 2.8583 -1.0122 -0.005
F -4.3217 3.8140 0.3439 -0.305
H -7.4432 -0.6036 -1.2477 0.471
H -6.2577 -0.7526 -2.5372 0.335
H -6.7217 0.8507 -1.9470 0.365
H -5.5282 -2.3764 -0.5126 0.416
H -3.7603 -2.5499 1.2082 0.636
H -4.6148 -0.9842 3.3142 0.578
H -5.0275 -2.3006 5.3294 0.398
H -3.9534 -4.3653 6.6605 0.349
H -3.6986 -2.9446 7.6681 0.325
H -2.3445 -4.0208 7.3030 0.393
H -0.8525 -2.9463 5.7774 0.393
H -5.0942 1.8439 -0.5693 0.474
N 6.2481 1.7172 2.8380 -0.005
C 7.5539 1.3055 2.7463 0.672
C 8.7379 1.7359 3.3254 -1.022
C 9.8972 1.0839 2.9441 -0.384
C 9.8861 0.0346 2.0224 -0.480
C 8.7137 -0.4148 1.4550 -0.811
C 7.5345 0.2286 1.8220 0.558
N 6.2623 0.0037 1.4051 -0.497
C 5.5067 0.8940 2.0146 -0.176
C 4.0966 0.9447 1.7865 1.170
C 3.5131 -0.1587 1.1251 -0.589
C 2.1930 -0.1548 0.8083 -1.492
N 1.3270 0.8478 1.1398 1.084
C 1.8888 1.9018 1.7946 -0.737
C 3.2180 1.9950 2.1191 -1.074
H 5.8859 2.4256 3.4528 0.194
H 8.7659 2.5444 4.0407 0.383
H 10.8407 1.3964 3.3668 0.385
H 10.8214 -0.4295 1.7472 0.386
H 8.6873 -1.2304 0.7507 0.452
H 4.1360 -1.0015 0.8721 0.653
H 1.7423 -1.0116 0.3159 0.755
H 1.1905 2.6970 2.0495 0.592
H 3.5710 2.8922 2.6058 0.391
C 3.2354 -0.2049 -2.5302 -0.355
Si 1.9987 0.9161 -3.4492 0.627
C 2.4356 0.8949 -5.3131 -1.151
C 2.1836 2.7016 -2.7804 -1.075
Si -0.2880 0.2055 -3.2559 0.154
Te -0.9954 -0.7221 -0.9008 -0.316
Si -0.8182 -1.9103 -4.2543 0.471
C 0.5103 -3.1930 -3.7597 -1.116
C -2.5072 -2.6329 -3.7165 -0.984
C -0.8905 -1.8378 -6.1680 -1.176
Si -1.7789 1.8530 -4.1857 0.660
C -1.4874 3.6719 -3.6560 -1.192
C -3.5664 1.2574 -3.8310 -0.784
C -1.5945 1.8598 -6.0951 -1.124
H 4.2672 0.0686 -2.7259 0.487
H 3.1089 -1.2436 -2.8140 0.329
H 3.0889 -0.1319 -1.4592 -0.308
H 3.4578 1.2132 -5.4985 0.383
H 1.7822 1.5546 -5.8748 0.286
H 2.3256 -0.1059 -5.7192 0.263
H 3.2239 2.9964 -2.6795 0.418
H 1.7266 2.7922 -1.7988 0.227
H 1.7036 3.4197 -3.4369 0.335
H 0.7008 -3.1349 -2.6927 0.275
H 1.4494 -3.0282 -4.2757 0.299
H 0.1882 -4.2046 -3.9839 0.402
H -2.5360 -2.7657 -2.6395 0.256
H -2.6867 -3.5995 -4.1789 0.406
H -3.3320 -1.9813 -3.9813 0.189
H -0.0474 -1.3016 -6.5869 0.331
H -1.7915 -1.3351 -6.5014 0.321
H -0.8973 -2.8336 -6.5996 0.385
H -1.3152 3.7551 -2.5901 0.239
H -2.3386 4.3015 -3.8978 0.435
H -0.6227 4.0887 -4.1638 0.386
H -3.7052 1.0281 -2.7790 -0.145
H -3.7603 0.3498 -4.3939 0.363
H -4.3176 1.9877 -4.1122 0.495
H -0.5924 2.1483 -6.3923 0.257
H -2.2876 2.5511 -6.5677 0.392
H -1.7828 0.8761 -6.5082 0.225
```


Look up the max |F| of the second one.
3.49 eV/Å


The lowest max |F| belongs to which entry?
C41H48CsN11S


Which value of energy relative to the best compared isomer or geometry (same formula, charge and spin) does entry 1 give?
80.2 kJ/mol


What is the formula in the first record?
C41H48CsN11S